(1)
{"formula": "C10H12S", "method": "ωB97M-V with the def2-TZVPD basis set", "homo_ev": -8.8, "max_force_ev_per_a": 4.031, "gap_ev": 8.493, "e_above_lowest_ev": 1.6523, "e_tot_ev": -21397.093, "smiles": "C=C(C)c1ccccc1.C=S", "species": ["C", "C", "C", "C", "C", "C", "C", "C", "C", "H", "H", "H", "H", "H", "H", "H", "H", "H", "H", "C", "S", "H", "H"], "xyz": [[0.314294, -0.121884, -2.203533], [-0.428752, -0.389886, -1.150631], [-1.001759, -1.763075, -0.998697], [-0.645591, 0.562837, -0.039066], [-0.293670, 0.080091, 1.231784], [-0.338001, 0.927431, 2.332101], [-0.618752, 2.249925, 2.063346], [-1.144148, 2.716738, 0.891901], [-1.074005, 1.868693, -0.232505], [0.918506, 0.766900, -2.289608], [0.473000, -0.678936, -3.175903], [-2.088814, -1.699100, -0.911748], [-0.551035, -2.130270, -0.132193], [-0.679809, -2.440575, -1.862981], [0.405524, -0.858901, 1.294288], [-0.238662, 0.588883, 3.420930], [-0.447061, 3.029530, 2.910977], [-1.448742, 3.784788, 0.833848], [-1.362316, 2.123791, -1.225756], [2.592054, -2.050226, -0.151032], [2.288884, -3.343344, -1.013799], [2.921703, -2.180394, 0.936940], [2.447152, -1.043017, -0.528661]], "atomic_forces_ev_per_a": [[1.26, 0.60, -2.36], [-0.21, -0.50, -0.73], [-0.35, -0.01, -2.41], [0.94, -0.72, 0.31], [1.98, -1.06, 0.35], [0.04, -0.69, 0.97], [-0.40, 2.24, 3.33], [0.65, 0.64, -1.73], [-0.53, -0.33, 1.22], [-0.21, 0.68, 0.37], [-0.58, -0.21, 1.69], [0.07, -0.37, 0.16], [0.25, -1.08, 1.57], [-0.63, 1.01, 1.15], [-2.15, 1.36, 0.03], [0.51, 0.45, -1.88], [-0.68, -1.54, -1.38], [0.28, -0.98, -0.19], [-0.27, 0.52, -0.46], [0.42, -0.06, 1.98], [-0.10, -0.51, -0.51], [-0.37, 0.49, -1.51], [0.08, 0.08, 0.05]]}

---

(2)
{"formula": "C10H13Br2N2", "method": "ωB97M-V with the def2-TZVPD basis set", "homo_ev": [-12.3, -11.8], "charge": 1, "max_force_ev_per_a": 4.640, "gap_ev": [7.766, 7.041], "e_above_lowest_ev": 3.9478, "e_tot_ev": -153633.899, "species": ["C", "C", "C", "C", "C", "C", "C", "C", "C", "C", "N", "N", "Br", "Br", "H", "H", "H", "H", "H", "H", "H", "H", "H", "H", "H", "H", "H"], "xyz": [[-0.716767, 0.986277, 2.333274], [1.427634, 0.649195, 1.295964], [0.689905, 1.090670, 2.325419], [-1.370762, 1.227104, 1.213391], [-0.759827, -0.869606, -1.093009], [0.298336, -0.990348, 0.018109], [-0.031358, 1.157549, -0.848763], [-1.507838, -1.963819, -1.725694], [1.182552, -2.171959, -0.399392], [0.208559, 2.501094, -1.179050], [-0.886183, 0.354361, -1.487059], [0.926307, 0.323336, 0.016655], [1.555898, 1.424960, 3.965679], [-3.181259, 1.302041, 0.845598], [-1.305578, 0.958238, 3.322846], [2.515722, 0.836531, 1.435452], [-0.254902, -1.021632, 0.988563], [-1.689103, -1.744237, -2.793618], [-2.427736, -1.964164, -1.202656], [-1.085283, -3.016217, -1.442713], [0.686383, -3.088697, -0.099639], [2.105047, -2.448738, 0.115927], [1.363037, -2.149332, -1.439849], [-0.839428, 2.902352, -1.277111], [0.816560, 2.651152, -2.087978], [0.554586, 2.885809, -0.225510], [1.725497, 0.178080, -0.574835]], "atomic_forces_ev_per_a": [[-3.00, 1.11, 2.11], [2.31, 2.83, 2.19], [1.05, -1.73, 0.02], [0.47, 0.18, -2.20], [0.88, 0.74, -0.18], [-1.88, -2.13, -0.32], [-2.43, -1.57, 3.63], [1.14, -1.85, 0.57], [0.14, -0.68, 2.15], [-0.89, 1.89, 0.27], [0.26, -0.97, -0.75], [0.16, -0.47, -2.10], [-0.10, 0.16, -0.27], [0.36, -0.15, 0.17], [1.10, -0.13, -1.42], [-0.81, -0.62, -0.84], [0.54, -0.61, -0.58], [0.20, -0.44, 0.60], [-1.54, -0.03, 0.32], [-0.55, 2.00, -1.12], [-0.78, -0.12, -0.57], [0.37, 1.29, 0.25], [0.16, -0.13, -1.17], [1.16, 0.00, -0.42], [-0.13, 0.22, 0.51], [0.80, 1.01, -0.36], [1.00, 0.18, -0.47]]}

---

(3)
{"formula": "C10H13BrClN2", "method": "ωB97M-V with the def2-TZVPD basis set", "homo_ev": [-11.5, -11.5], "charge": 1, "max_force_ev_per_a": 5.732, "gap_ev": [7.585, 7.581], "e_tot_ev": -96115.606, "species": ["C", "C", "C", "C", "C", "C", "C", "C", "C", "C", "N", "N", "Cl", "Br", "H", "H", "H", "H", "H", "H", "H", "H", "H", "H", "H", "H", "H"], "xyz": [[-0.654797, -0.785932, 3.791520], [-1.191558, -0.402772, 2.573200], [0.674489, -1.094060, 3.879414], [0.935710, -0.597957, 1.509333], [-0.393727, -0.416740, 1.446736], [1.450967, -0.954667, 2.741376], [-1.303236, -0.007156, -2.224486], [-0.799927, 1.461836, -2.482372], [1.424083, 0.710588, -1.745583], [-0.657361, -0.533337, -0.987055], [-1.031587, 0.014172, 0.187878], [0.692863, 1.184364, -2.904678], [3.198460, -1.287995, 2.628611], [-0.058271, -2.346740, -0.982964], [-1.291238, -0.848427, 4.594162], [-2.260016, -0.479802, 2.576807], [1.293905, -1.339734, 4.708611], [1.469897, -0.336692, 0.595623], [-2.419947, -0.059922, -2.286280], [-0.970295, -0.629520, -2.998646], [-1.209583, 1.879780, -3.351650], [-0.719000, 2.008306, -1.545286], [1.838132, 1.645769, -1.133802], [2.107084, -0.141426, -1.963808], [-1.827134, 0.524380, 0.216547], [0.658630, 0.590984, -3.695810], [1.043455, 2.242704, -3.147396]], "atomic_forces_ev_per_a": [[0.87, 0.39, -1.58], [-0.21, -1.65, 0.72], [2.08, 0.33, -0.82], [0.68, 0.44, -0.51], [-3.12, 2.00, -0.84], [1.33, -0.27, -1.37], [-0.71, 1.61, 0.52], [1.95, -3.28, 0.31], [0.20, -0.43, 1.82], [0.85, 1.25, 0.53], [4.03, -3.66, 0.35], [-0.48, 5.54, 1.40], [-0.87, 0.13, 0.79], [-0.17, 0.40, -0.25], [-1.24, -0.21, 1.91], [-0.54, 0.76, -0.61], [-0.46, -0.35, 1.15], [0.49, -0.55, 0.53], [0.77, 0.08, 0.61], [0.37, -0.78, -1.43], [-1.16, 1.11, -0.72], [-0.35, 0.43, -0.39], [-0.86, -2.43, -1.30], [-0.32, 1.10, 0.14], [-2.86, 2.03, 0.26], [0.43, -0.62, -1.11], [-0.72, -3.36, -0.11]]}

---

(4)
{"formula": "C10H13CeClO3", "method": "ωB97M-V with the def2-TZVPD basis set", "homo_ev": [-15.8, -15.8], "charge": 2, "max_force_ev_per_a": 6.147, "gap_ev": [5.753, 5.741], "e_above_lowest_ev": 0.3095, "e_tot_ev": -42154.495, "species": ["Cl", "C", "C", "C", "H", "C", "C", "H", "H", "H", "C", "Ce", "C", "O", "C", "O", "H", "H", "H", "C", "C", "O", "H", "H", "H", "H", "H", "H"], "xyz": [[-0.129691, -3.616014, -1.997083], [-0.359759, 1.511583, -2.061977], [-1.219901, 1.966594, -1.030154], [-2.278005, 1.000657, -0.877702], [-1.105162, 2.913531, -0.460341], [-2.106634, -0.023381, -1.858279], [-0.888602, 0.261089, -2.553119], [-0.422884, -0.367942, -3.294380], [0.562837, 2.028499, -2.398389], [-3.113260, 1.101132, -0.200196], [-2.945628, -1.207264, -2.023460], [-0.254292, -0.263396, -0.306436], [-1.586006, -0.898323, 2.202907], [-1.392849, -1.025021, 3.321228], [1.153676, -2.624451, -1.122096], [2.239768, -2.941820, -0.722545], [-3.467523, -1.453209, -1.077238], [-2.320729, -2.068526, -2.330046], [-3.714115, -1.056329, -2.815994], [2.808599, 1.080918, 3.195663], [2.591501, 0.933140, 1.731884], [1.701936, -0.244327, 1.378405], [1.886755, 1.296204, 3.744546], [3.485139, 1.895190, 3.431993], [3.253870, 0.210203, 3.680188], [2.077485, 1.788267, 1.311495], [3.512702, 0.774628, 1.219957], [2.030772, -0.971633, 1.911169]], "atomic_forces_ev_per_a": [[0.82, 0.43, 0.46], [-0.37, 0.23, -0.40], [-0.33, 0.27, -0.38], [0.02, 0.90, -1.23], [-0.07, -0.88, -0.38], [0.06, 2.00, -0.70], [-0.74, 1.42, -0.22], [0.03, -0.13, -0.22], [-0.70, -0.52, 0.22], [-0.03, -0.13, 0.12], [-0.55, -1.34, 0.03], [3.92, -3.68, 2.97], [0.90, -0.28, 3.26], [-0.85, 0.31, -3.23], [2.01, 0.24, 1.75], [-3.58, 0.75, -1.59], [0.07, 0.02, -0.56], [-0.54, 0.30, 0.06], [0.47, -0.02, 0.51], [-0.55, -0.19, 1.16], [-0.60, -0.37, -0.12], [-0.21, 1.05, -0.11], [-0.02, -0.01, -0.18], [0.16, 0.24, -0.33], [0.06, -0.20, -0.30], [-0.08, 0.23, -0.13], [0.61, -0.14, -0.53], [0.08, -0.51, 0.08]]}

---

(5)
{"formula": "C10H13ClN3", "method": "ωB97M-V with the def2-TZVPD basis set", "homo_ev": -11.3, "charge": 1, "max_force_ev_per_a": 5.371, "gap_ev": 7.004, "e_above_lowest_ev": 1.5379, "e_tot_ev": -27565.431, "smiles": "C/C(Cl)=[NH+]/c1ccccc1/C(N)=C/N", "species": ["C", "C", "Cl", "N", "C", "C", "C", "C", "C", "C", "C", "N", "C", "N", "H", "H", "H", "H", "H", "H", "H", "H", "H", "H", "H", "H", "H"], "xyz": [[3.236271, -0.289834, -0.916628], [2.073796, 0.259766, -1.598468], [2.221173, 0.543856, -3.214759], [0.967814, 0.340352, -0.969297], [-0.256613, 0.839614, -1.185757], [-0.791690, 1.619363, -2.253913], [-2.134114, 2.032670, -2.224008], [-2.928413, 1.799537, -1.168028], [-2.499784, 0.983079, -0.201132], [-1.160769, 0.472098, -0.206954], [-0.654831, -0.311821, 0.962246], [-0.693747, -1.698694, 0.674426], [-0.050696, 0.220345, 2.070701], [0.645622, -0.596699, 2.942264], [4.121323, -0.024488, -1.445694], [3.241165, -1.305850, -0.849557], [3.237353, 0.157227, 0.117804], [0.874454, -0.128964, 0.032538], [-0.132341, 2.083968, -2.913217], [-2.539311, 2.673850, -3.096091], [-3.965731, 2.213044, -1.228893], [-3.196535, 0.757067, 0.656308], [-1.398816, -2.083308, 0.105811], [-0.787119, -2.094428, 1.687749], [0.014326, 1.280988, 2.289865], [0.352292, -1.573955, 2.995242], [0.781840, -0.227919, 3.890675]], "atomic_forces_ev_per_a": [[0.46, 3.09, 1.78], [-0.30, -0.98, 0.13], [-0.16, 0.72, -1.29], [1.79, -1.21, 2.07], [-4.38, 1.43, -2.01], [-0.38, -0.24, 1.63], [1.93, 1.76, -3.46], [-3.15, 0.60, -0.76], [0.92, -1.83, 2.91], [-1.97, 1.17, 2.03], [-0.53, 0.94, -0.88], [1.64, -0.66, 5.07], [-0.30, -1.03, -1.23], [-0.07, -0.33, 1.35], [0.74, 0.38, -0.21], [-0.37, -3.02, 0.20], [0.32, -0.61, -0.91], [0.95, 1.03, -1.31], [0.81, 0.27, -1.49], [0.95, -1.11, 1.54], [1.01, -0.49, 0.50], [1.12, 0.05, -0.93], [-1.18, 0.10, -0.74], [0.09, -0.22, -2.82], [-0.16, -0.10, -0.42], [0.32, 0.50, -0.02], [-0.10, -0.18, -0.73]]}

---

(6)
{"formula": "C10H13ClO2OsS", "method": "ωB97M-V with the def2-TZVPD basis set", "homo_ev": [-14.0, -17.1], "charge": 2, "multiplicity": 5, "max_force_ev_per_a": 7.300, "gap_ev": [6.823, 5.089], "e_above_lowest_ev": 0.0000, "s2": 6.02, "e_tot_ev": -40479.582, "species": ["Cl", "C", "C", "C", "H", "C", "C", "H", "H", "H", "C", "Os", "C", "O", "C", "O", "H", "H", "H", "C", "S", "C", "H", "H", "H", "H", "H", "H"], "xyz": [[-2.893804, -1.277227, -0.893437], [1.147622, -0.836927, -0.993813], [1.183610, 0.591718, -1.220920], [0.195865, 0.899881, -2.209785], [1.897741, 1.298640, -0.816228], [-0.443003, -0.306160, -2.647065], [0.132491, -1.385484, -1.874740], [-0.143345, -2.433641, -1.951508], [1.820633, -1.392718, -0.339330], [-0.029384, 1.876304, -2.613687], [-1.539194, -0.402559, -3.664129], [-0.882025, -0.056541, -0.353396], [-1.601193, 1.653751, -0.255405], [-2.044973, 2.727214, -0.141242], [-1.610161, -0.581690, 1.325014], [-2.102500, -0.901236, 2.341729], [-1.906382, 0.603325, -3.893395], [-2.349310, -1.031879, -3.284122], [-1.193626, -0.842131, -4.610557], [1.357433, 1.453795, 3.631326], [1.528628, 0.661675, 2.035872], [1.387108, -1.048169, 2.567332], [0.993666, 2.473425, 3.473786], [2.345085, 1.499522, 4.108008], [0.648244, 0.905471, 4.254280], [2.382031, -1.494997, 2.500982], [1.023385, -1.053750, 3.602838], [0.695359, -1.599611, 1.921592]], "atomic_forces_ev_per_a": [[-0.56, -0.55, -0.33], [-0.22, 0.59, -0.12], [0.32, -0.86, -1.21], [0.34, -0.58, 0.42], [-0.27, -0.07, 0.13], [0.24, -1.12, -0.04], [0.38, 0.09, -1.13], [0.12, 0.22, -0.05], [-0.26, 0.08, -0.39], [0.04, 0.08, 0.08], [0.20, 0.14, -0.19], [1.13, 0.01, -0.17], [-3.19, 6.46, 1.18], [1.75, -3.89, -0.63], [-2.73, -2.04, 5.29], [2.13, 1.45, -3.87], [-0.11, -0.25, 0.05], [0.12, 0.18, -0.23], [0.12, 0.06, 0.33], [-0.20, 0.58, -0.21], [-0.07, -0.35, 1.30], [-0.21, 0.08, 0.30], [0.21, -0.06, -0.05], [-0.01, -0.08, -0.01], [0.15, -0.07, -0.08], [0.08, -0.08, -0.01], [0.22, -0.15, -0.35], [0.28, 0.14, -0.03]]}

---

(7)
{"formula": "C10H13FN2S", "method": "ωB97M-V with the def2-TZVPD basis set", "homo_ev": -8.4, "max_force_ev_per_a": 5.963, "gap_ev": 8.880, "e_above_lowest_ev": 2.4910, "e_tot_ev": -27110.241, "smiles": "CCS/C(=N\\C)Nc1ccccc1F", "species": ["C", "C", "S", "C", "N", "C", "N", "C", "C", "C", "C", "C", "C", "F", "H", "H", "H", "H", "H", "H", "H", "H", "H", "H", "H", "H", "H"], "xyz": [[2.360634, -0.012140, -1.815814], [1.758128, 1.203252, -1.076876], [1.367855, 0.817275, 0.620687], [-0.340891, 1.487374, 0.776903], [-0.704346, 2.606125, 0.238089], [0.037105, 3.565164, -0.405537], [-1.251201, 0.578825, 1.380672], [-1.231250, -0.728641, 1.035520], [-1.268623, -1.608568, 2.237286], [-1.369302, -2.962258, 1.937210], [-1.029161, -3.391591, 0.611038], [-0.674946, -2.573907, -0.494672], [-0.845040, -1.238374, -0.224292], [-0.510549, -0.527440, -1.351600], [2.556973, 0.361801, -2.925681], [1.589555, -0.859068, -1.761938], [3.328351, -0.255689, -1.349332], [2.267289, 2.185420, -1.119256], [0.704352, 1.242285, -1.531267], [0.230319, 3.336678, -1.487047], [1.028686, 3.637075, 0.182723], [-0.674266, 4.525031, -0.164198], [-2.167304, 0.998237, 1.675204], [-1.273924, -1.233476, 3.227966], [-1.697270, -3.685486, 2.711301], [-1.581117, -4.444597, 0.477352], [-0.610058, -3.023307, -1.404443]], "atomic_forces_ev_per_a": [[0.08, 0.91, -1.15], [-2.33, -0.18, -1.38], [-0.47, 0.08, 1.42], [0.08, 1.61, -2.28], [-2.18, -5.02, 2.14], [0.77, 3.12, 1.48], [-0.43, 4.27, 0.00], [1.65, -2.79, 2.15], [-0.50, -0.71, -4.45], [0.82, 0.30, -0.61], [-3.08, -2.44, 0.57], [-2.00, -0.80, 5.56], [0.57, -0.30, -0.52], [-1.09, 1.07, 0.91], [-0.41, -1.14, 2.18], [1.60, 1.18, -0.27], [-0.35, -0.38, -0.39], [-0.04, -0.84, -0.40], [1.71, 0.70, 0.44], [-0.39, 0.60, 0.97], [-0.92, 0.53, -1.25], [2.43, -1.58, -1.41], [1.44, -0.50, -0.59], [-0.32, 0.68, 0.54], [0.50, 0.38, -0.73], [2.30, 1.89, -0.37], [0.55, -0.66, -2.57]]}

---

(8)
{"formula": "C10H13HgNPS", "method": "ωB97M-V with the def2-TZVPD basis set", "homo_ev": [-1.1, -1.1], "charge": -1, "max_force_ev_per_a": 2.568, "gap_ev": [3.525, 3.480], "e_above_lowest_ev": 3.2911, "e_tot_ev": -36362.366, "species": ["C", "C", "C", "C", "C", "Hg", "P", "H", "H", "H", "H", "H", "H", "H", "H", "S", "C", "N", "C", "C", "C", "C", "H", "H", "H", "H", "H"], "xyz": [[-0.434782, -1.390788, -1.466852], [0.475544, -2.352969, -1.721958], [1.846075, -2.267801, -1.417442], [2.648634, -1.159880, -1.068200], [2.180164, 0.049524, -0.714864], [0.351782, -0.356334, 0.162207], [-2.287364, -0.141721, 0.480295], [-1.466241, -1.451416, -1.858890], [0.206229, -3.305674, -2.220991], [2.404414, -3.200269, -1.555623], [2.803659, 0.960678, -0.674237], [3.741044, -1.365050, -1.108446], [-2.656033, -0.156590, 1.859508], [-3.142885, -1.136783, -0.089188], [-2.853991, 1.087142, -0.013364], [1.074132, 1.702078, 1.793909], [-0.056445, 2.846385, 2.305697], [0.165435, 3.346895, 3.580082], [-0.651747, 4.250034, 4.192581], [-1.744253, 4.743043, 3.509962], [-1.980199, 4.310008, 2.194192], [-1.127624, 3.400967, 1.583321], [0.968061, 2.974404, 4.084405], [-0.375848, 4.525016, 5.203125], [-2.403972, 5.463823, 3.993258], [-2.843435, 4.689381, 1.654101], [-1.273117, 3.041482, 0.571294]], "atomic_forces_ev_per_a": [[-1.82, 0.01, -0.28], [0.88, -1.33, -0.80], [1.16, -1.41, -0.52], [1.03, -1.44, -0.63], [0.42, 1.91, 0.56], [-0.49, 0.93, -0.12], [-0.07, 0.58, 0.46], [0.25, -0.54, 0.14], [0.03, 0.31, -0.03], [-0.08, 0.17, -0.14], [0.12, -0.61, 0.58], [-0.36, 0.15, -0.32], [-0.74, 0.15, -0.39], [0.17, 0.54, 0.36], [-0.57, -0.49, 0.43], [-0.65, 1.24, 0.19], [2.41, -0.84, 0.30], [-0.90, 0.74, 0.93], [-0.55, -0.11, -0.83], [0.58, 0.23, 1.46], [0.58, -0.97, -1.23], [-1.33, 0.83, 0.42], [-0.30, 0.05, -0.44], [-0.13, 0.06, -0.08], [0.24, -0.24, -0.12], [0.17, -0.02, 0.01], [-0.04, 0.11, 0.10]]}